C3H2ClNO | wB97M-V/def2-TZVPD

Structure (ORCA input):
```
! wB97M-V def2-TZVPD RIJCOSX def2/J DEFGRID3
* xyz 0 1
Cl 3.8623 0.8116 0.0414
O 1.2711 -2.0881 -0.3273
N 2.3447 -1.4715 -0.4433
C 0.1962 1.0776 0.7305
C 2.4400 -0.2835 -0.1986
C 0.9468 0.1910 0.2717
H 0.5865 -0.9762 -0.0477
H -0.1676 2.0723 0.8386
*
```

Results
- HOMO energy (eV) = -9.844
- gap between HOMO and LUMO (eV) = 8.63
- energy (Eh) = -705.465273
- LUMO level (eV) = -1.2
- ΔE to the lowest compared entry with this formula, charge and spin (kcal/mol) = 137.3

Mulliken atomic charge list, values in e, 4 entries: number 1, Cl, carries -0.121; number 2, O, carries -0.376; number 3, N, carries -0.045; number 4, C, carries -0.071

***

C8H24AlFO4 | wB97M-V/def2-TZVPD

Structure (ORCA input):
```
! wB97M-V def2-TZVPD RIJCOSX def2/J DEFGRID3
* xyz 3 2
Al -2.8228 -2.5505 2.0576
F -1.2217 -0.5461 0.6810
O -0.9396 -3.7750 0.0324
O -2.0955 -0.3462 -1.9390
O 1.3200 0.6364 -0.0859
O -1.1783 2.1940 1.2864
C -0.6348 2.1496 2.5744
C -0.1863 -3.1417 -1.0391
C -0.5735 3.6100 3.0058
C 3.7393 0.5157 0.2044
C 2.3228 0.2064 0.7833
C 0.8626 -4.2268 -1.4527
C -1.0850 1.5988 -2.6133
C -2.4036 1.0391 -2.0673
H -2.7431 1.4711 -1.1259
H 1.3917 -3.9391 -2.3612
H -0.7942 1.1500 -3.5631
H 3.9218 1.5900 0.1747
H -1.0248 -4.6998 -0.2105
H -3.2018 1.1868 -2.7948
H -0.3034 1.4453 -1.8693
H 4.4854 0.0966 0.8795
H -1.4042 1.6962 3.1993
H -0.8603 -2.8609 -1.8484
H 0.3361 1.6590 2.6439
H 0.3467 -2.2413 -0.7340
H 0.3710 -5.1745 -1.6726
H -1.0974 2.6467 -2.9131
H -1.7115 -0.4300 -1.0631
H -0.4495 3.6976 4.0852
H 1.5914 -4.4595 -0.6763
H 0.5002 0.3494 0.3230
H 3.9202 0.1269 -0.7977
H -1.3239 1.2793 1.0339
H 2.1805 -0.8725 0.8447
H 2.1537 0.6277 1.7742
H 0.1418 4.1936 2.4263
H -1.5298 4.0979 2.8174
*
```

Results
- HOMO energy (spin up / spin down) (eV) = -19.060 / -19.063
- ⟨S²⟩ = 1.763
- gap between HOMO and LUMO (spin up / spin down) (eV) = 4.43 / 3.28
- energy (Eh) = -961.032815
- LUMO level (spin up / spin down) (eV) = -14.6 / -15.8

Mulliken atomic charge list, values in e, 4 entries: number 1, Al, carries 1.089; number 2, F, carries -0.935; number 3, O, carries -0.510; number 4, O, carries -0.032